Record 1
2 unconnected molecules or ions with the total composition C2BrClNO4, computed with ωB97M-V/def2-TZVPD.

Computed properties:
LUMO energy (alpha / beta) = 3.29 / 1.68 eV
Highest occupied orbital energy (alpha / beta) = -2.63 / -5.51 eV
⟨S²⟩ = 2.0096
HOMO-LUMO gap (alpha / beta) = 5.91 / 7.19 eV
Energy = -94315.1108 eV
Multiplicity = 3
Total charge = -1

Atoms and positions in Å:
1 C -2.100 -0.460 1.182
2 C 1.484 0.068 -1.164
3 N 0.556 0.800 -0.544
4 O -2.934 -0.379 0.384
5 O -1.408 -0.651 2.089
6 O 0.962 1.956 -0.201
7 O -0.626 0.503 -0.496
8 Cl 0.818 -1.937 -0.815
9 Br 3.247 0.101 -0.434

Atoms 1-2, force components in eV/Å:
-0.5 -0.6 0.1
0.8 -3.0 0.4



Record 2
A gas-phase ion, C18H28N3O3 (charge +1), computed with ωB97M-V/def2-TZVPD.

Computed properties:
Structure (SMILES) = COc1ccccc1N1CC[NH+](CC(=O)NC[C@@H]2CCCO2)CC1
LUMO energy = -2.21 eV
Highest occupied orbital energy = -11.03 eV
Relative energy (zero: lowest compared OMol25 entry of this formula, charge and spin) = 194.9 kJ/mol
HOMO-LUMO gap = 8.81 eV
Energy = -29727.2745 eV
Multiplicity = 1
Total charge = +1

Atoms and positions in Å:
1 C -4.634 -0.596 2.469
2 O -3.595 0.326 2.214
3 C -3.703 1.589 2.730
4 C -4.771 2.040 3.495
5 C -4.788 3.339 3.974
6 C -3.747 4.206 3.702
7 C -2.679 3.764 2.940
8 C -2.646 2.470 2.453
9 N -1.508 2.080 1.675
10 C -0.693 1.048 2.284
11 C 0.637 0.985 1.538
12 N 0.381 0.667 0.118
13 C 1.588 0.340 -0.656
14 C 1.476 -1.182 -0.932
15 O 0.447 -1.728 -0.553
16 N 2.467 -1.779 -1.559
17 C 3.733 -1.230 -1.982
18 C 4.347 -2.210 -2.993
19 C 3.576 -2.294 -4.333
20 C 3.176 -3.771 -4.441
21 C 4.140 -4.439 -3.460
22 O 4.296 -3.500 -2.411
23 C -0.497 1.692 -0.482
24 C -1.808 1.744 0.298
25 H -4.747 -0.784 3.539
26 H -5.584 -0.251 2.052
27 H -4.336 -1.518 1.971
28 H -5.597 1.386 3.723
29 H -5.628 3.669 4.567
30 H -3.764 5.216 4.078
31 H -1.853 4.420 2.713
32 H -1.176 0.058 2.260
33 H -0.512 1.319 3.325
34 H 1.139 1.954 1.594
35 H 1.274 0.211 1.969
36 H -0.128 -0.280 0.089
37 H 2.496 0.563 -0.096
38 H 1.609 0.891 -1.598
39 H 2.434 -2.793 -1.657
40 H 4.409 -1.140 -1.124
41 H 3.606 -0.249 -2.444
42 H 5.392 -1.919 -3.170
43 H 4.223 -2.002 -5.157
44 H 2.706 -1.640 -4.334
45 H 2.146 -3.918 -4.116
46 H 3.282 -4.162 -5.449
47 H 5.109 -4.632 -3.937
48 H 3.764 -5.362 -3.022
49 H 0.007 2.660 -0.424
50 H -0.689 1.436 -1.525
51 H -2.331 0.779 0.202
52 H -2.446 2.525 -0.118

Atoms 1-2, force components in eV/Å:
-0.2 -0.2 0.0
0.3 0.5 0.0



Record 3
A molecular structure, C5H6I2NO2, computed with ωB97M-V/def2-TZVPD.

Computed properties:
LUMO energy = -4.76 eV
Highest occupied orbital energy = -13.18 eV
Relative energy (zero: lowest compared OMol25 entry of this formula, charge and spin) = 30.8 kJ/mol
HOMO-LUMO gap = 8.42 eV
Energy = -27058.8472 eV
Multiplicity = 1
Total charge = +1

Atoms and positions in Å:
1 C 2.357 -1.886 -0.608
2 C 2.451 0.665 -1.171
3 C 0.660 0.039 0.722
4 C 0.002 -0.345 -1.253
5 C 1.340 -0.113 -0.602
6 N -0.718 -0.104 0.117
7 O 3.341 -2.004 -1.206
8 O 2.510 0.951 -2.323
9 I 1.157 -3.230 0.493
10 I 3.980 1.111 0.371
11 H 0.927 -0.823 1.329
12 H 0.848 0.981 1.115
13 H -0.332 0.281 -2.105
14 H -0.305 -1.356 -1.546
15 H -1.271 -1.017 0.322
16 H -1.423 0.625 0.251

Atoms 1-2, force components in eV/Å:
-1.2 2.4 -0.4
-0.2 0.8 -0.1



Record 4
A molecular structure, C6H15B3IO18PS3, computed with ωB97M-V/def2-TZVPD.

Computed properties:
LUMO energy = 0.28 eV
Highest occupied orbital energy = -9.45 eV
HOMO-LUMO gap = 9.73 eV
Energy = -95251.4101 eV
Multiplicity = 1
Total charge = 0

Atoms and positions in Å:
1 O -1.667 -2.477 3.470
2 P -2.468 -2.219 2.293
3 O -3.646 -1.199 2.517
4 O -3.197 -3.527 1.751
5 B -1.472 -1.550 0.769
6 O -2.177 -1.353 -0.387
7 B -1.326 -1.697 -1.432
8 O -0.179 -0.939 -1.527
9 B 0.473 -0.964 -0.346
10 I 2.543 -0.362 -0.332
11 O -0.128 -1.329 0.829
12 H -3.696 -0.963 3.463
13 H -3.870 -3.246 1.093
14 H -1.573 -2.621 -2.109
15 C 4.668 4.372 -1.854
16 C 5.667 4.938 -0.868
17 O 5.322 4.318 0.377
18 S 4.770 2.837 0.109
19 O 5.823 1.908 0.294
20 O 3.527 2.700 0.767
21 O 4.521 3.001 -1.466
22 H 3.697 4.863 -1.767
23 H 5.015 4.429 -2.882
24 H 5.602 6.018 -0.774
25 H 6.690 4.653 -1.125
26 C -5.847 3.113 1.724
27 C -4.846 3.736 2.672
28 O -5.150 3.142 3.942
29 S -5.663 1.643 3.726
30 O -4.578 0.753 3.914
31 O -6.883 1.480 4.419
32 O -5.946 1.750 2.156
33 H -6.831 3.577 1.815
34 H -5.521 3.148 0.688
35 H -4.941 4.816 2.736
36 H -3.821 3.473 2.404
37 C 3.179 -5.452 -2.921
38 C 3.420 -3.982 -2.652
39 O 2.228 -3.341 -3.130
40 S 0.974 -4.299 -2.900
41 O 0.323 -3.926 -1.696
42 O 0.260 -4.409 -4.114
43 O 1.788 -5.646 -2.625
44 H 3.347 -5.702 -3.970
45 H 3.783 -6.098 -2.291
46 H 4.286 -3.592 -3.178
47 H 3.518 -3.776 -1.584

Atoms 1-2, force components in eV/Å:
0.8 -0.3 1.1
0.6 0.0 -0.4



- Which value of energy does entry 4 give?
  -95251.4101 eV